{"formula": "C45H89IN5O12P", "method": "ωB97M-V/def2-TZVPD", "total_energy_ev": -97513.081, "homo_energy_ev": -8.913, "gap_ha": 0.3091, "smiles": "NC[C@H](O)Cc1nnc(P(O)I)nn1.C1CCOC1.C1CCOC1.C1CCOC1.C1CCOC1.C1CCOC1.C1CCOC1.C1CCOC1.C1CCOC1.C1CCOC1.C1CCOC1", "mol_weight_g_mol": 1050.11, "lumo_ha": -0.0184, "spin_multiplicity": 1, "symbols": ["N", "C", "C", "O", "C", "C", "N", "N", "C", "P", "O", "I", "N", "N", "H", "H", "H", "H", "H", "H", "H", "H", "H", "C", "C", "C", "O", "C", "H", "H", "H", "H", "H", "H", "H", "H", "C", "C", "C", "O", "C", "H", "H", "H", "H", "H", "H", "H", "H", "C", "C", "C", "O", "C", "H", "H", "H", "H", "H", "H", "H", "H", "C", "C", "C", "O", "C", "H", "H", "H", "H", "H", "H", "H", "H", "C", "C", "C", "O", "C", "H", "H", "H", "H", "H", "H", "H", "H", "C", "C", "C", "O", "C", "H", "H", "H", "H", "H", "H", "H", "H", "C", "C", "C", "O", "C", "H", "H", "H", "H", "H", "H", "H", "H", "C", "C", "C", "O", "C", "H", "H", "H", "H", "H", "H", "H", "H", "C", "C", "C", "O", "C", "H", "H", "H", "H", "H", "H", "H", "H", "C", "C", "C", "O", "C", "H", "H", "H", "H", "H", "H", "H", "H"], "positions_angstrom": [[1.4476, 1.3497, -2.5530], [2.2079, 1.3295, -3.8016], [1.3627, 0.8423, -4.9690], [0.4460, 1.8990, -5.2920], [0.6083, -0.4724, -4.6604], [-0.8535, -0.2564, -4.4757], [-1.3348, -0.0862, -3.2417], [-2.6154, 0.1584, -3.1108], [-3.3485, 0.2370, -4.2186], [-5.1635, 0.5133, -3.9966], [-5.1436, 1.4561, -2.6724], [-5.5894, 2.1045, -5.7893], [-2.8857, 0.0025, -5.4528], [-1.6186, -0.2597, -5.5823], [0.6206, 1.9186, -2.7092], [1.9893, 1.8360, -1.8478], [2.5733, 2.3243, -4.0990], [3.0832, 0.6833, -3.6855], [2.0446, 0.6765, -5.8094], [0.2838, 1.9107, -6.2432], [0.9933, -0.9044, -3.7402], [0.7280, -1.1859, -5.4764], [-4.4612, 2.1416, -2.6808], [0.5599, -4.7111, -1.2664], [0.7635, -3.3701, -0.5564], [1.4176, -2.5380, -1.6445], [0.8868, -3.0210, -2.8806], [0.1967, -4.2519, -2.6761], [-0.2164, -5.3307, -0.8190], [1.4912, -5.2816, -1.2764], [-0.1914, -2.9182, -0.2822], [1.3743, -3.4346, 0.3433], [2.5060, -2.6596, -1.6492], [1.1923, -1.4731, -1.5636], [-0.8824, -4.0716, -2.7513], [0.4842, -4.9546, -3.4596], [-7.0140, -3.0690, -4.9019], [-8.5296, -3.2466, -4.9898], [-8.9680, -1.8753, -5.4884], [-7.9003, -1.3855, -6.3008], [-6.7404, -2.1959, -6.1183], [-6.4583, -4.0062, -4.9255], [-6.7462, -2.5338, -3.9876], [-8.7815, -4.0141, -5.7230], [-8.9960, -3.5179, -4.0432], [-9.1275, -1.1814, -4.6554], [-9.8782, -1.9112, -6.0880], [-6.5870, -2.7974, -7.0211], [-5.8747, -1.5427, -5.9902], [-9.5723, -7.8432, -4.4909], [-11.0876, -8.0102, -4.5901], [-11.5134, -6.6343, -5.0871], [-10.4376, -6.1492, -5.8915], [-9.2834, -6.9689, -5.7042], [-9.0244, -8.7840, -4.5125], [-9.3099, -7.3151, -3.5718], [-11.3352, -8.7743, -5.3297], [-11.5621, -8.2806, -3.6480], [-11.6762, -5.9436, -4.2524], [-12.4188, -6.6593, -5.6945], [-9.1314, -7.5737, -6.6044], [-8.4120, -6.3265, -5.5663], [-3.8136, -1.0135, 1.1903], [-3.6249, -1.4902, 2.6299], [-2.3843, -2.3647, 2.5055], [-1.5978, -1.7919, 1.4625], [-2.3699, -0.8262, 0.7408], [-4.3984, -0.0992, 1.1028], [-4.3011, -1.7886, 0.5953], [-3.4196, -0.6359, 3.2795], [-4.4820, -2.0274, 3.0336], [-2.6449, -3.3944, 2.2365], [-1.7906, -2.3896, 3.4210], [-1.9980, 0.1723, 0.9930], [-2.2332, -0.9759, -0.3312], [2.3416, 0.2923, 2.1805], [3.8229, 0.4626, 2.5108], [4.4840, -0.2360, 1.3311], [3.6070, -0.0489, 0.2137], [2.3485, 0.4504, 0.6651], [1.6966, 1.0166, 2.6779], [2.0037, -0.7115, 2.4523], [4.0954, 1.5199, 2.5197], [4.1097, 0.0297, 3.4691], [4.5907, -1.3115, 1.5189], [5.4618, 0.1782, 1.0945], [2.2569, 1.5053, 0.3807], [1.5476, -0.1055, 0.1767], [8.6389, 1.9663, 4.0115], [9.0117, 2.7803, 2.7732], [8.1942, 2.0793, 1.6949], [7.0152, 1.5942, 2.3406], [7.1650, 1.6806, 3.7579], [8.8072, 2.4956, 4.9493], [9.2081, 1.0358, 4.0302], [8.6867, 3.8172, 2.8843], [10.0787, 2.7781, 2.5550], [8.7434, 1.2312, 1.2730], [7.8973, 2.7408, 0.8800], [6.5292, 2.4899, 4.1347], [6.8265, 0.7431, 4.2032], [-0.8437, 0.4278, 4.9608], [-1.0276, 1.3201, 3.7352], [-0.2030, 2.5415, 4.1198], [0.8616, 2.0598, 4.9483], [0.6067, 0.7085, 5.3327], [-1.0257, -0.6281, 4.7640], [-1.5122, 0.7478, 5.7636], [-0.6015, 0.8320, 2.8554], [-2.0676, 1.5644, 3.5208], [-0.7945, 3.2655, 4.6876], [0.2264, 3.0552, 3.2581], [1.2865, 0.0475, 4.7838], [0.8070, 0.6010, 6.3997], [-1.0823, 5.7738, -3.3320], [-0.2168, 6.8381, -2.6588], [0.1847, 6.1332, -1.3687], [0.2548, 4.7419, -1.6807], [-0.3379, 4.4988, -2.9583], [-1.1773, 5.9014, -4.4093], [-2.0843, 5.7735, -2.8977], [0.6649, 7.0474, -3.2679], [-0.7383, 7.7770, -2.4784], [-0.5640, 6.2881, -0.5841], [1.1546, 6.4549, -0.9872], [0.4507, 4.2693, -3.6819], [-0.9919, 3.6269, -2.8837], [1.1210, 6.2468, 6.4830], [1.5582, 6.9333, 5.1896], [0.6536, 6.2550, 4.1690], [-0.5601, 5.9445, 4.8542], [-0.3794, 6.1071, 6.2612], [1.3603, 6.8127, 7.3824], [1.5844, 5.2614, 6.5611], [1.3470, 8.0038, 5.2359], [2.6151, 6.8024, 4.9619], [1.1051, 5.3253, 3.8061], [0.4221, 6.8861, 3.3100], [-0.9158, 7.0040, 6.5901], [-0.8080, 5.2424, 6.7704], [10.9233, -2.4813, 6.0074], [9.4182, -2.7414, 6.0510], [8.8825, -1.5637, 5.2473], [9.8856, -1.2525, 4.2792], [11.0973, -1.9414, 4.5937], [11.5268, -3.3683, 6.1937], [11.1965, -1.7208, 6.7417], [9.1820, -3.6820, 5.5496], [9.0092, -2.7799, 7.0595], [8.7237, -0.6882, 5.8877], [7.9487, -1.7860, 4.7289], [11.2429, -2.7541, 3.8744], [11.9300, -1.2435, 4.4986]], "lowdin_charge": [0.05, -0.23, -0.34, -0.05, -0.08, -0.31, 0.13, 0.05, -0.58, 0.49, -0.42, 0.41, 0.03, 0.11, 0.04, 0.06, 0.11, 0.12, 0.14, 0.10, 0.08, 0.12, 0.05, -0.16, -0.16, -0.20, -0.17, -0.20, 0.11, 0.11, 0.10, 0.12, 0.12, 0.09, 0.12, 0.11, -0.17, -0.17, -0.20, -0.16, -0.22, 0.11, 0.10, 0.09, 0.11, 0.12, 0.12, 0.12, 0.07, -0.17, -0.17, -0.20, -0.15, -0.21, 0.11, 0.11, 0.11, 0.11, 0.12, 0.12, 0.12, 0.10, -0.16, -0.16, -0.20, -0.16, -0.20, 0.11, 0.11, 0.10, 0.11, 0.12, 0.10, 0.11, 0.10, -0.16, -0.16, -0.19, -0.14, -0.21, 0.09, 0.12, 0.11, 0.11, 0.12, 0.10, 0.11, 0.10, -0.16, -0.16, -0.20, -0.16, -0.20, 0.11, 0.09, 0.11, 0.11, 0.12, 0.12, 0.12, 0.11, -0.16, -0.17, -0.20, -0.15, -0.20, 0.10, 0.12, 0.10, 0.11, 0.11, 0.11, 0.10, 0.12, -0.16, -0.17, -0.21, -0.15, -0.22, 0.11, 0.11, 0.11, 0.11, 0.12, 0.12, 0.11, 0.11, -0.17, -0.17, -0.21, -0.15, -0.21, 0.11, 0.11, 0.11, 0.11, 0.11, 0.12, 0.12, 0.11, -0.17, -0.17, -0.21, -0.16, -0.20, 0.11, 0.11, 0.11, 0.11, 0.12, 0.12, 0.12, 0.12]}